Entry 1:
Here is a molecular structure, C25H23IrN11O2PS4 at a distorted geometry from the Open Molecules 2025 dataset. Energies are from ωB97M-V with the def2-TZVPD basis set.

Computed properties:
total charge = +1
orbital gap (alpha / beta) = 7.1704 / 5.8636 eV
spin multiplicity = 2
energy relative to the best compared isomer or geometry (same formula, charge and spin) = 0.0 kJ/mol

Atoms and positions in Å:
Ir -0.05800 -0.61751 0.66064
S -3.74194 -0.62859 -1.82264
S -1.22056 -3.18930 2.19033
S -0.98835 1.26969 -2.09157
S 1.04569 -2.37359 -0.36653
P 1.23728 1.88240 2.67521
O -2.23802 1.97778 -2.02468
O 0.22418 1.94634 -1.71910
N -2.25461 -1.54778 0.03669
N -0.52339 -1.06228 -7.48646
N 1.52577 0.54250 0.26080
N 0.95715 -0.92154 2.46974
N -1.12418 0.95344 1.56280
N -1.25485 -6.70966 1.22498
N 1.51473 -5.78589 -1.27822
N 2.91690 2.21295 0.42659
N -1.43264 2.79464 2.70409
N 2.06419 -0.29002 4.25553
N -1.07795 -0.04565 -1.11040
C 1.01449 -4.95649 -0.65956
C -1.79559 0.15567 -5.85184
C -0.83439 0.61719 -3.70290
C 3.58017 3.41848 0.90993
C 0.43426 -3.89018 0.11056
C -2.24515 -0.72129 -0.97688
C -2.65640 2.39218 2.24974
C 3.24126 1.52774 -0.70990
C 2.64861 0.54316 5.30049
C -0.91348 -5.61512 1.15368
C -2.45947 1.24393 1.54226
C 0.45363 -0.56341 -5.34816
C -4.39316 -1.81425 -0.74414
C 2.12217 -1.65421 4.20725
C -0.51514 -4.22812 1.09236
C 0.34410 -0.01295 -4.09285
C 1.36074 0.13241 3.18176
C 1.44352 -2.03756 3.09060
C -0.52284 1.89802 2.26922
C 1.86996 1.58903 1.00375
C -1.90175 0.70315 -4.58988
C 2.37638 0.48071 -0.80330
C -3.48020 -2.16756 0.18154
C -0.62058 -0.49330 -6.25129
C -1.17388 3.98075 3.51260
H -3.62780 -2.89004 0.96807
H 2.63465 -2.23037 4.95668
H -1.23943 -0.90794 -8.17156
H 3.28864 -0.08164 5.91617
H -3.55250 2.95082 2.45273
H -5.39943 -2.17740 -0.86332
H 0.35519 -1.41849 -7.81306
H 3.97827 3.25882 1.90979
H -2.62715 0.22709 -6.54142
H -3.18234 0.63550 1.03056
H -0.82933 3.69841 4.50545
H -0.43106 4.61119 3.02946
H -2.80730 1.21208 -4.28910
H 4.39919 3.64964 0.23569
H 2.88270 4.25300 0.91675
H 3.24836 1.33640 4.86068
H 1.29646 -3.02588 2.70013
H -2.10083 4.53846 3.60470
H 4.03576 1.84564 -1.36073
H 1.18210 -0.06011 -3.41050
H 1.86910 0.97617 5.92418
H 2.30722 -0.28237 -1.55662
H 1.37084 -1.05486 -5.64754

=====

Entry 2:
Here is a molecular structure, C25H23N10O7PS5Ti at a distorted geometry from the Open Molecules 2025 dataset. Energies are from ωB97M-V with the def2-TZVPD basis set.

Computed properties:
total charge = -1
orbital gap (alpha / beta) = 6.6791 / 6.6768 eV
spin multiplicity = 2
energy relative to the best compared isomer or geometry (same formula, charge and spin) = 50.4 kJ/mol

Atoms and positions in Å:
Ti 1.64156 -0.76448 -2.22345
S 2.26050 0.80148 -4.42630
S -0.49638 0.73716 1.39135
S -1.36140 1.86828 4.03801
S 0.74183 2.02647 -4.64910
S -3.58282 2.65197 5.87287
P 3.46161 -0.27062 0.84054
O 2.90289 0.93841 -3.07235
O 0.91799 -2.64140 -2.79088
O -2.80905 -2.60291 -5.19958
O 3.19864 0.81749 -5.51709
O -4.44609 -1.30000 -4.45489
O -0.47162 -3.29141 -4.42788
O 1.70180 -0.63726 -4.21884
N -0.54511 -0.55867 -2.21022
N -3.01559 1.27300 2.19472
N 1.64887 1.00111 -0.82500
N 1.51059 -1.96837 2.00510
N 5.49171 -1.60231 -0.64570
N -3.73338 1.76528 3.27742
N 2.68040 2.42763 0.48510
N 1.30201 -1.72357 -0.16923
N -1.55461 0.23527 -1.84729
N 3.61500 -1.37168 -1.74583
C 1.14694 2.23938 -1.06858
C 2.01208 -1.37751 0.89453
C -2.65690 -0.03938 -2.55558
C -5.14805 1.70031 3.13761
C -0.10897 -2.51456 -3.54506
C -5.69323 0.64655 2.41295
C 2.58687 1.13431 0.09325
C 1.87138 -1.67699 3.37417
C 1.77278 3.13526 -0.25375
C -3.04771 2.11243 4.38580
C -7.06617 0.56425 2.25876
C 0.33070 -2.57173 0.25927
C -7.89662 1.52370 2.81751
C 5.61541 -2.29699 -1.82222
C -3.29402 -1.65954 -4.40526
C -2.34058 -1.06288 -3.44001
C 6.52159 -1.46830 0.36192
C 4.26034 -1.02273 -0.64443
C -7.34256 2.57925 3.52441
C 3.52582 2.98005 1.51753
C 4.43459 -2.15487 -2.49676
C 0.44039 -2.72135 1.61093
C -0.99815 -1.35896 -3.16189
C -1.74345 1.26554 2.44271
C -5.96915 2.67820 3.68571
H 2.95246 -1.72601 3.49864
H 1.50489 -0.68458 3.64179
H 4.33917 2.28957 1.73025
H 3.94639 3.92354 1.17312
H -0.37570 -3.00297 -0.42748
H 1.40374 -2.41705 4.01876
H -1.44805 0.78440 -0.99116
H 6.14788 -1.78678 1.33476
H -8.96975 1.45238 2.69718
H -1.87075 -2.84086 -4.95557
H 6.86250 -0.43540 0.42711
H 2.95032 3.14605 2.42957
H -5.03636 -0.08585 1.96873
H -7.97847 3.34238 3.95372
H 1.65071 4.19587 -0.13040
H 6.51963 -2.82550 -2.06566
H -5.53436 3.49879 4.23150
H 0.42419 2.40992 -1.84877
H -0.16324 -3.25387 2.32327
H -7.48696 -0.25796 1.69464
H -3.58668 0.47737 -2.39873
H 7.35789 -2.10171 0.07839
H 4.11783 -2.54604 -3.44862

=====

Entry 3:
Here is 5 unconnected molecules or ions with the total composition C25H23N5O10 at a distorted geometry from the Open Molecules 2025 dataset. Energies are from ωB97M-V with the def2-TZVPD basis set.

Computed properties:
total charge = 0
orbital gap = 8.9132 eV
SMILES = O=[N+]([O-])c1ccccc1.O=[N+]([O-])c1ccccc1.O=[N+]([O-])c1ccccc1.O=[N+]([O-])c1ccccc1.C[N+](=O)[O-]

Atoms and positions in Å:
O 0.51096 -3.39624 1.70068
O 6.43634 -2.48151 1.89199
O 0.97745 0.86605 -1.29623
O -4.28842 6.41074 -3.98133
O 7.64920 -1.15141 0.70206
O -1.25612 -1.31984 3.28137
O -1.27234 -0.98319 1.09621
O -2.75161 5.95226 -2.54655
O -0.55354 0.46593 -2.80846
O -0.68572 -3.55649 -0.08148
N 0.28855 0.14443 -1.96519
N -3.39348 5.69128 -3.55456
N 6.60269 -1.48051 1.24342
N -1.09588 -0.62093 2.24236
N -0.46097 -3.74683 1.08866
C -2.22234 2.55959 -6.14539
C -2.75538 -4.68716 1.30594
C -1.93763 -6.11016 3.54420
C 0.41636 2.29698 4.00502
C -3.30080 3.33648 -6.47473
C 4.41588 1.57919 0.58968
C 5.49837 0.72136 0.59329
C -0.41932 1.60654 1.44525
C 0.44918 3.21905 2.95118
C -0.01606 1.00087 3.73735
C -3.01150 4.58127 -4.39984
C 0.05453 2.87272 1.64920
C -3.27568 -6.14975 3.17213
C -1.56965 2.77101 -4.97063
C -3.68779 -5.35286 2.07674
C 3.11071 -0.19647 1.42484
C 5.36377 -0.58023 1.11620
C 3.18625 1.10136 1.05957
C -1.90350 3.81827 -4.10727
C -1.51531 -4.45962 1.85165
C -1.07773 -5.22031 2.87784
C 0.59493 -1.22772 -1.81989
C -3.71748 4.31605 -5.57563
C -0.37780 0.63817 2.45507
C 4.18817 -1.08346 1.47641
H 0.86127 2.62169 4.98177
H -1.89436 1.72224 -6.79938
H -1.17955 4.02759 -3.33367
H -1.57605 -6.77798 4.30996
H -3.94120 3.15287 -7.34718
H -0.79141 2.16277 -4.65795
H -4.74310 -5.40543 1.70436
H -3.98182 -6.69510 3.76472
H -0.25822 -1.78891 -2.16882
H 4.24918 -2.12948 1.81910
H -4.56239 4.98468 -5.72015
H 0.07801 3.57338 0.78398
H 4.58205 2.61365 0.29975
H 2.14043 -0.53945 1.72353
H 0.90354 4.18053 3.08735
H 6.42924 1.15850 0.23468
H -0.92412 1.36916 0.45373
H 1.47673 -1.43506 -2.42634
H 0.82249 -1.39989 -0.79998
H 2.35673 1.73894 1.11182
H -0.06406 -5.21531 3.22056
H -0.07717 0.24272 4.57119
H -3.10349 -4.30703 0.33586

=====

| no. | calculated total energy (eV) |
| --- | --- |
| 1 | -102247.92197 |
| 2 | -142120.29385 |
| 3 | -54208.35230 |